(1)
Entry from the OMol25 dataset: a 4-piece molecular cluster, C25H30Cl2N6O3P2S overall in a non-equilibrium geometry (ωB97M-V/def2-TZVPD).

**HOMO level**: -8.03 eV
**LUMO**: 0.18 eV
**Kohn-Sham gap**: 8.2 eV
**SMILES**: C=CC[C@@](C#N)(P(N)O)[C@](C#N)([C@H](Cl)[C@@H](C)Cl)P(O)(O)=S.c1ccncc1.c1ccncc1.c1ccncc1

Cartesian coordinates (Å):
C: -4.41 2.11 2.14
C: -3.50 1.17 1.78
C: -2.38 1.45 0.80
C: -2.57 0.71 -0.56
C: -4.02 0.63 -0.77
N: -5.15 0.43 -0.88
P: -1.93 1.88 -1.96
N: -0.76 2.94 -1.24
O: -3.27 2.78 -2.30
C: -1.86 -0.71 -0.63
C: -2.42 -1.49 0.47
N: -2.78 -2.18 1.33
C: -0.33 -0.42 -0.50
Cl: 0.57 -0.55 -2.06
C: 0.48 -1.20 0.54
C: 0.21 -0.80 2.00
Cl: 0.44 -2.98 0.39
P: -2.40 -1.69 -2.16
O: -2.28 -0.82 -3.49
O: -3.96 -2.03 -1.98
S: -1.48 -3.37 -2.40
H: -5.46 1.94 1.93
H: -4.07 3.01 2.63
H: -3.50 0.17 2.20
H: -1.39 1.33 1.22
H: -2.46 2.51 0.58
H: -0.89 3.85 -1.67
H: 0.12 2.63 -1.62
H: -3.09 3.73 -2.30
H: -0.18 0.62 -0.24
H: 1.51 -0.93 0.35
H: 1.07 -0.30 2.42
H: -0.70 -0.23 2.16
H: 0.09 -1.71 2.57
H: -1.79 -1.38 -4.10
H: -4.45 -1.44 -2.57
N: 3.11 0.48 2.79
C: 3.67 1.11 1.76
C: 5.03 1.39 1.67
C: 5.85 0.99 2.72
C: 5.28 0.34 3.80
C: 3.92 0.11 3.78
H: 2.99 1.41 0.97
H: 5.43 1.90 0.81
H: 6.91 1.19 2.68
H: 5.89 0.01 4.63
H: 3.43 -0.40 4.61
N: 3.69 -2.89 5.32
C: 2.89 -3.00 4.26
C: 2.75 -4.15 3.50
C: 3.48 -5.26 3.87
C: 4.32 -5.18 4.97
C: 4.39 -3.98 5.65
H: 2.33 -2.10 4.01
H: 2.08 -4.17 2.65
H: 3.40 -6.19 3.31
H: 4.92 -6.03 5.29
H: 5.03 -3.87 6.52
N: -1.46 2.47 -5.01
C: -0.78 3.16 -5.92
C: -1.19 3.31 -7.24
C: -2.37 2.70 -7.63
C: -3.08 1.97 -6.69
C: -2.59 1.89 -5.40
H: 0.14 3.62 -5.57
H: -0.59 3.88 -7.94
H: -2.72 2.78 -8.65
H: -4.01 1.48 -6.96
H: -3.12 1.34 -4.64

(2)
Entry from the OMol25 dataset: C25H30ClN6O3PPt as an isolated structure in a non-equilibrium geometry (ωB97M-V/def2-TZVPD).

**Charge**: +2
**HOMO level (spin up / spin down)**: -14.05 / -14.05 eV
**LUMO (spin up / spin down)**: -8.37 / -8.37 eV
**Kohn-Sham gap (spin up / spin down)**: 5.7 / 5.7 eV

Cartesian coordinates (Å):
Pt: 1.37 -0.60 -0.78
C: 1.11 0.40 4.12
N: 2.39 -0.03 3.59
C: 3.43 -0.38 4.52
C: 2.56 -0.12 2.25
N: 1.57 -0.05 1.41
N: 3.85 -0.32 1.82
C: 4.35 -0.28 0.54
N: 5.69 -0.29 0.46
N: 3.58 -0.22 -0.50
H: 1.23 0.62 5.17
H: 0.34 -0.37 4.02
H: 0.77 1.32 3.62
H: 2.99 -0.53 5.51
H: 4.18 0.40 4.61
H: 3.90 -1.33 4.25
H: 0.69 0.25 1.80
H: 4.55 -0.37 2.55
H: 6.29 -0.34 1.26
H: 6.14 -0.30 -0.44
H: 4.08 -0.18 -1.38
O: 2.28 -0.31 -3.44
N: 0.95 -0.35 -3.07
C: 0.13 -0.86 -3.90
C: -1.31 -0.80 -3.73
C: -2.09 -0.91 -4.89
C: -3.45 -0.66 -4.87
C: -4.06 -0.30 -3.68
C: -3.32 -0.23 -2.51
C: -1.95 -0.48 -2.52
P: -1.13 -0.47 -0.90
C: -1.75 -1.95 -0.02
C: -2.82 -2.70 -0.50
C: -3.27 -3.79 0.23
C: -2.66 -4.14 1.42
C: -1.58 -3.41 1.88
C: -1.11 -2.33 1.16
C: -1.78 0.98 -0.06
C: -1.98 0.99 1.32
C: -2.40 2.15 1.95
C: -2.61 3.30 1.21
C: -2.41 3.30 -0.17
C: -1.97 2.16 -0.80
H: 2.60 0.54 -3.08
H: 0.50 -1.25 -4.85
H: -1.63 -1.18 -5.83
H: -4.03 -0.74 -5.77
H: -5.12 -0.09 -3.65
H: -3.81 0.02 -1.58
H: -3.31 -2.44 -1.43
H: -4.11 -4.36 -0.14
H: -3.02 -4.98 1.98
H: -1.09 -3.69 2.80
H: -0.23 -1.79 1.49
H: -1.84 0.08 1.89
H: -2.55 2.16 3.02
H: -2.95 4.20 1.70
H: -2.59 4.20 -0.73
H: -1.78 2.16 -1.86
C: 1.25 4.02 -0.91
C: 1.30 2.53 -0.52
O: 1.02 2.25 0.64
O: 1.60 1.75 -1.45
H: 1.45 4.63 -0.03
H: 0.24 4.21 -1.26
H: 1.96 4.23 -1.71
Cl: 1.38 -2.94 -1.22

(3)
Entry from the OMol25 dataset: C25H30FeIN4S as an isolated structure in a non-equilibrium geometry (ωB97M-V/def2-TZVPD).

**HOMO level (spin up / spin down)**: -7.61 / -7.61 eV
**<S²>**: 0.7946
**LUMO (spin up / spin down)**: -0.31 / -0.29 eV
**Multiplicity**: 2
**Kohn-Sham gap (spin up / spin down)**: 7.3 / 7.3 eV
**Energy above the lowest of the compared OMol25 structures with the same formula, charge and spin**: 21.8 kcal per mole

Cartesian coordinates (Å):
Fe: 0.05 -0.28 -0.09
S: -2.39 -0.03 0.03
C: -2.02 -0.52 1.64
C: -2.88 -0.62 2.74
C: -2.34 -0.99 3.95
C: -0.98 -1.23 4.08
C: -0.19 -1.11 2.95
N: -0.70 -0.78 1.77
H: -3.93 -0.41 2.61
H: -2.99 -1.08 4.82
H: -0.54 -1.52 5.02
H: 0.88 -1.30 2.97
C: 0.71 6.99 0.62
C: -0.15 6.17 1.58
C: 0.33 6.42 3.01
C: -1.61 6.64 1.44
C: -0.08 4.68 1.28
C: -0.81 3.77 2.06
C: -0.75 2.42 1.77
N: -0.01 1.92 0.79
C: 0.70 2.77 0.05
C: 0.68 4.14 0.26
C: 1.53 2.12 -1.00
C: 2.50 2.82 -1.69
C: 3.36 2.17 -2.57
C: 3.19 0.80 -2.69
C: 2.19 0.17 -1.98
N: 1.34 0.81 -1.17
C: 4.43 2.96 -3.31
C: 3.75 4.03 -4.17
C: 5.36 3.62 -2.29
C: 5.27 2.06 -4.23
H: 0.63 8.04 0.87
H: 0.39 6.87 -0.42
H: 1.77 6.71 0.69
H: 0.29 7.48 3.24
H: 1.36 6.08 3.14
H: -0.28 5.89 3.74
H: -1.68 7.70 1.65
H: -2.27 6.11 2.13
H: -1.98 6.46 0.43
H: -1.43 4.10 2.88
H: -1.33 1.72 2.36
H: 1.25 4.79 -0.39
H: 2.62 3.87 -1.50
H: 3.83 0.20 -3.32
H: 2.08 -0.90 -2.04
H: 3.17 4.73 -3.56
H: 3.08 3.58 -4.90
H: 4.51 4.61 -4.71
H: 4.83 4.32 -1.65
H: 6.14 4.18 -2.82
H: 5.84 2.87 -1.66
H: 4.65 1.57 -4.99
H: 5.79 1.29 -3.66
H: 6.01 2.66 -4.74
N: 2.77 -1.32 1.01
C: 1.76 -0.94 0.60
I: -0.27 -3.14 -1.09
C: -0.46 -1.14 -1.77
H: -1.49 -1.07 -2.08
H: 0.21 -1.02 -2.62

(4)
Entry from the OMol25 dataset: C25H30GeN3O6P2Pt as an isolated structure in a non-equilibrium geometry (ωB97M-V/def2-TZVPD).

**Charge**: +1
**HOMO level (spin up / spin down)**: -10.79 / -11.48 eV
**<S²>**: 6.0157
**LUMO (spin up / spin down)**: -1.95 / -6.02 eV
**Multiplicity**: 5
**Kohn-Sham gap (spin up / spin down)**: 8.8 / 5.5 eV
**Energy above the lowest of the compared OMol25 structures with the same formula, charge and spin**: 0.0 kcal per mole

Cartesian coordinates (Å):
Pt: -0.84 0.91 -0.65
N: 1.85 3.77 -3.52
C: 0.88 2.70 -2.98
C: 0.31 1.84 -4.10
P: 1.94 1.75 -1.74
O: 1.85 0.22 -2.25
O: 3.31 2.28 -1.95
O: 1.23 1.83 -0.39
P: -0.39 3.74 -2.09
O: -1.25 4.19 -3.38
O: 0.36 4.88 -1.52
O: -1.31 2.88 -1.21
H: 1.73 3.94 -4.51
H: 2.80 3.44 -3.26
H: 1.68 4.63 -2.98
H: 1.08 1.27 -4.61
H: -0.25 2.44 -4.81
H: -0.39 1.10 -3.68
H: 2.69 -0.02 -2.68
H: -1.83 4.95 -3.18
C: -6.51 -0.21 -0.36
N: -5.24 0.50 -0.21
C: -5.06 1.72 0.42
C: -3.73 1.99 0.35
N: -3.10 0.95 -0.30
C: -4.03 0.07 -0.62
H: -7.25 0.44 -0.80
H: -6.87 -0.56 0.61
H: -6.36 -1.07 -1.00
H: -5.88 2.27 0.83
H: -3.18 2.85 0.70
H: -3.87 -0.86 -1.14
C: -0.56 -1.07 -0.69
Ge: 0.80 -1.35 0.78
C: 0.70 -3.30 0.94
C: 1.81 -4.02 1.37
C: 1.69 -5.39 1.60
C: 0.48 -6.03 1.40
C: -0.64 -5.31 0.98
C: -0.53 -3.95 0.75
C: 0.04 -0.47 2.33
C: 0.78 -0.39 3.51
C: 0.23 0.19 4.64
C: -1.07 0.71 4.62
C: -1.82 0.63 3.46
C: -1.27 0.02 2.32
C: 2.66 -0.89 0.64
C: 3.52 -1.69 -0.13
C: 4.86 -1.33 -0.28
C: 5.34 -0.17 0.30
C: 4.49 0.64 1.04
C: 3.15 0.29 1.21
H: -0.57 -1.79 -1.50
H: 2.76 -3.53 1.54
H: 2.55 -5.95 1.94
H: 0.40 -7.10 1.57
H: -1.59 -5.81 0.83
H: -1.40 -3.39 0.43
H: 1.80 -0.77 3.54
H: 0.81 0.24 5.55
H: -1.49 1.16 5.51
H: -2.83 1.01 3.44
H: -1.90 -0.11 1.46
H: 3.15 -2.59 -0.60
H: 5.52 -1.97 -0.86
H: 6.37 0.11 0.17
H: 4.86 1.57 1.48
H: 2.50 0.95 1.77

| no. | electronic energy (eV) |
| --- | --- |
| 1 | -95950.2028 |
| 2 | -66537.4062 |
| 3 | -85695.7206 |
| 4 | -121502.0442 |